(1)
A 3-piece molecular cluster, C4H14NO2 overall. Source: the Open Molecules 2025 dataset; level of theory: ωB97M-V/def2-TZVPD.

Geometry as XYZ:
```
21
Properties=species:S:1:pos:R:3
H 0.55710 -1.39922 0.19658
C 0.26590 -0.39661 0.40965
C -1.25585 -0.34215 -1.57457
H 2.59236 -1.26845 -1.56587
H 2.80127 0.11301 -1.95740
C -0.37798 0.46424 -0.57774
H -2.84102 -1.52703 2.30272
O -3.16290 -1.01014 1.50085
H 0.34255 2.02299 1.98217
H -0.55872 -0.28837 1.30370
H -0.97901 1.27999 -0.18495
H -1.54013 0.26673 -2.48022
O 2.89153 -0.51675 -1.15845
C 1.39070 1.51331 1.51721
H 2.55525 -0.04526 0.91467
N 1.54652 0.20415 1.12125
H -0.48874 -1.05768 -2.18389
H -3.94626 -0.53831 1.72061
H 0.33532 1.02696 -1.04492
H -2.15264 -0.82352 -1.33550
H 2.02475 2.32210 1.09410
```

The calculated total energy comes out at -9949.8306 eV. The charge is +1. As for the orbital gap: 8.8 eV. Its HOMO energy is -14.604 eV.


(2)
One molecule with the formula C2H3BrN2S. Source: the Open Molecules 2025 dataset; level of theory: ωB97M-V/def2-TZVPD.

Geometry as XYZ:
```
9
Properties=species:S:1:pos:R:3
C 0.52718 0.10107 0.21188
N 0.12417 1.28825 -0.04512
H -0.38518 -2.40003 -0.91581
S -1.38855 -1.48616 -0.48894
C -0.54184 2.15682 -0.52492
Br 2.43605 -0.34054 -0.15512
H -0.57227 3.08867 0.00604
H 0.13063 -1.58187 1.16991
N -0.33020 -0.82622 0.74209
```

The calculated total energy comes out at -85974.5775 eV. The charge is 0. As for the orbital gap (alpha / beta): 5.8 / 8.5 eV. The spin multiplicity is 3. Its HOMO energy (alpha / beta) is -5.699 / -9.937 eV. The expectation value of S² is 2.029.


(3)
One molecule with the formula C6H11NO. Source: the Open Molecules 2025 dataset; level of theory: ωB97M-V/def2-TZVPD.

Geometry as XYZ:
```
19
Properties=species:S:1:pos:R:3
C -0.82012 0.11066 -3.52760
H 0.77673 -0.30702 -2.20342
H -1.43577 -0.43100 0.99559
C -0.17423 0.23149 -2.18312
H 0.34860 -2.17875 0.58319
H -0.41135 0.79910 -4.27249
C 0.14140 0.83813 0.20310
C -0.41705 -0.14398 1.22917
H -0.89111 -0.04924 3.23345
H 0.63548 0.52043 2.78632
H -1.49241 1.45554 -1.19996
N -0.35966 0.48998 2.57704
H -0.66663 -0.88650 -3.94437
H -1.89156 0.32091 -3.56731
O 1.66742 -1.20467 1.76947
H 0.31061 1.86125 0.58090
C 0.61594 -1.30994 1.21172
H 1.21163 0.72268 -0.03247
C -0.56660 0.88747 -1.10008
```

The calculated total energy comes out at -9936.4459 eV. The charge is 0. As for the orbital gap: 10.0 eV. Its HOMO energy is -9.111 eV. As for the structure (SMILES): C/C=C/C[C@H](N)C=O.


(4)
C25H36As2BrN2O8P2SiTa as an isolated structure. Source: the Open Molecules 2025 dataset; level of theory: ωB97M-V/def2-TZVPD.

Geometry as XYZ:
```
78
Properties=species:S:1:pos:R:3
H -6.76324 0.85793 1.05185
H -0.87239 5.43596 -1.05378
H -2.69581 3.34127 1.33289
C -2.38400 3.10697 -2.65348
C 1.60108 -0.84225 -2.51314
C 1.12465 1.39991 -2.76368
C 1.46566 -2.05722 -1.71700
C -2.02352 0.71399 3.29554
Br 0.29832 -7.60383 1.91077
P 1.50915 2.36132 1.45640
As -1.83693 -0.87167 -1.43502
H 0.34819 -4.41277 -1.88594
C -2.23358 -2.75777 -1.60990
H 0.96499 -2.67990 1.98403
C 0.66884 -3.38035 -0.01594
C 1.77203 1.44097 -3.98755
C -3.06813 3.38066 0.30630
H 1.81506 2.37451 -4.53007
H -3.23808 -2.84565 -2.02121
N 1.02944 0.28105 -2.04204
H -1.52413 -3.23294 -2.28185
H -1.68066 0.72727 -3.39721
C 0.34601 -5.76248 -0.24489
C 0.46024 -4.50742 -0.81332
H 0.68347 2.28954 -2.33869
C -5.84115 0.56198 0.56987
O 2.46032 -0.18063 0.15916
C -0.41455 4.48717 -0.76124
H -1.10559 0.54216 3.85389
C 0.77222 -3.53291 1.36044
H -2.11268 1.77268 3.07898
H -2.85226 4.07137 -2.87134
H -6.66948 0.65297 -1.40768
C -1.81427 -0.34578 -3.29230
H -2.87748 0.35604 3.86732
H 0.46772 4.33342 -1.38326
H 0.16732 -6.62806 -0.86748
H -2.19912 -3.24952 -0.64101
P 2.41158 -0.16610 1.65849
H -1.62307 2.94422 -3.42198
C 0.66882 -4.79157 1.93198
H -4.75855 0.42544 2.41121
O -0.96904 1.64901 -0.63149
O 0.97675 -0.58118 1.95883
C -4.61327 0.05723 -1.44226
C -2.01176 -2.11551 2.39568
H -3.16477 2.34924 -2.76175
H -3.86116 2.64070 0.18794
C -4.71195 0.31094 1.33583
H 0.76827 -4.90914 3.00262
H -2.73768 -0.65754 -3.77640
C -3.47951 -0.19580 -0.67793
O 2.60151 1.37264 2.15968
H 2.72110 -1.79680 -4.05667
H -1.96982 -2.86481 1.61084
H -2.96061 -2.18570 2.92525
C 2.27134 -0.87191 -3.72148
H 1.96307 -2.94474 -2.10167
Si -1.70401 3.16081 -0.92553
C 0.45073 -5.90281 1.13235
H -0.08030 4.59920 0.27170
C -3.52726 -0.06278 0.71055
O 1.60896 2.16918 -0.03745
H 2.70860 4.05249 2.17870
Ta 0.20253 0.37003 0.04320
H -0.98303 -0.86444 -3.77188
As -1.88346 -0.32393 1.68092
H -3.51346 4.36906 0.16267
O 0.12642 1.83468 1.78099
H 4.02939 -0.54150 3.09260
H -1.19246 -2.28082 3.09136
N 0.80909 -2.08358 -0.62408
C -5.78836 0.44583 -0.81507
H 2.87643 0.29073 -5.42681
H -4.59551 -0.04339 -2.52031
O 3.51486 -0.96261 2.39087
C 2.35841 0.28907 -4.47749
O 1.79595 3.75601 2.05735
```

The calculated total energy comes out at -265595.7630 eV. The charge is +2. As for the orbital gap: 7.1 eV. Its HOMO energy is -13.521 eV.


(5)
A 2-piece molecular cluster, C6H8N4 overall. Source: the Open Molecules 2025 dataset; level of theory: ωB97M-V/def2-TZVPD.

Geometry as XYZ:
```
18
Properties=species:S:1:pos:R:3
H 1.93599 1.81391 0.20531
H -1.50375 -1.61436 0.65806
H -2.08726 -1.25622 -1.53536
C 2.17874 0.96944 0.90914
C -1.28356 -0.65414 0.33831
H 2.69882 1.08871 1.85907
N 1.04966 0.56664 3.31249
H -2.16583 0.05612 0.64094
C -0.74342 -0.90066 3.43940
C -1.08150 -2.19678 3.46531
N -1.33376 -3.33488 3.31726
N 0.89394 0.45926 1.36310
C -0.01441 -0.15931 0.91283
H -1.04325 0.11299 -1.75321
C -1.11342 -0.82800 -1.19056
H -0.24338 -1.47914 -1.21152
H 2.63886 0.10053 0.20097
N 0.24251 -0.20578 3.67039
```

The calculated total energy comes out at -12305.1901 eV. The charge is 0. As for the orbital gap: 7.5 eV. Its HOMO energy is -7.737 eV.